{"formula": "C13H26N2O3", "method": "wB97M-V/def2-TZVPD", "gap_ev": 9.7, "charge": 0, "relative_energy_kcal_mol": 6.2, "smiles": "COC(=O)[C@H](CC(C)C)NC(=O)[C@@H](N)CC(C)C", "total_energy_ha": -846.2192, "symbols": ["C", "H", "H", "H", "O", "C", "O", "C", "N", "C", "O", "C", "N", "H", "H", "C", "H", "C", "C", "H", "H", "H", "C", "H", "H", "H", "H", "H", "H", "H", "H", "C", "H", "H", "C", "C", "H", "H", "H", "C", "H", "H", "H", "H"], "xyz": [[1.19895, 4.66395, -0.78866], [1.08726, 4.52462, -1.86542], [2.25983, 4.61154, -0.53534], [0.77604, 5.61696, -0.48229], [0.47346, 3.66065, -0.08671], [0.92224, 2.41286, -0.20241], [1.87276, 2.09457, -0.87030], [0.06664, 1.41833, 0.56599], [-0.20640, 0.32771, -0.34758], [-1.41884, -0.25810, -0.46720], [-2.38503, 0.09615, 0.17563], [-1.47011, -1.38817, -1.50491], [-1.02128, -0.99147, -2.83049], [-1.57767, -0.21895, -3.17784], [-0.04843, -0.70339, -2.82264], [-0.64950, -2.58386, -1.00580], [-0.96532, -2.83029, 0.01010], [-0.78975, -3.81710, -1.90670], [0.34072, -4.80322, -1.61874], [0.30742, -5.12566, -0.57975], [1.31093, -4.34849, -1.80677], [0.24873, -5.68209, -2.25233], [-2.13916, -4.50157, -1.70913], [-2.24948, -4.83367, -0.67856], [-2.21982, -5.36961, -2.35929], [-2.95781, -3.82735, -1.94342], [-0.71281, -3.47956, -2.94440], [0.40432, -2.29481, -0.96893], [-2.52217, -1.67694, -1.59253], [0.58891, -0.01451, -0.86632], [-0.89214, 1.86546, 0.83750], [0.78584, 0.86910, 1.81173], [1.75082, 0.46285, 1.49699], [0.17141, 0.03934, 2.16985], [1.00476, 1.84710, 2.97465], [-0.27621, 2.58894, 3.34928], [-1.10527, 1.89399, 3.45787], [-0.14116, 3.11268, 4.29287], [-0.53249, 3.32301, 2.58946], [2.13879, 2.83459, 2.70787], [2.37635, 3.38229, 3.61733], [3.03604, 2.31560, 2.37748], [1.85575, 3.55749, 1.94932], [1.30287, 1.22900, 3.83057]], "forces_ev_per_a": [[0.3, 0.1, -0.2], [0.0, 0.0, 0.1], [-0.1, 0.0, 0.0], [0.0, -0.1, 0.0], [-0.3, 0.0, 0.2], [-0.2, -0.2, 0.0], [0.1, 0.0, 0.0], [0.0, -0.1, 0.2], [0.4, 0.2, 0.0], [0.0, -0.2, -0.4], [-0.4, 0.0, 0.3], [0.0, -0.1, 0.2], [0.0, 0.0, -0.1], [0.1, 0.0, 0.0], [-0.1, 0.0, -0.1], [-0.3, 0.0, -0.5], [0.1, 0.0, 0.1], [0.1, -0.1, 0.2], [-0.2, 0.2, -0.2], [0.0, -0.1, 0.1], [0.1, 0.0, 0.0], [0.0, -0.1, 0.0], [0.2, 0.2, -0.2], [0.0, -0.1, 0.1], [-0.1, -0.1, -0.1], [-0.2, 0.0, 0.0], [0.0, 0.0, 0.1], [0.1, 0.0, 0.1], [0.1, 0.1, 0.2], [-0.1, 0.0, 0.0], [0.2, 0.0, -0.1], [-0.1, 0.2, 0.1], [0.0, -0.1, 0.0], [0.0, 0.0, -0.1], [0.0, 0.0, -0.1], [0.2, -0.2, 0.1], [-0.2, 0.0, 0.0], [0.0, 0.1, 0.1], [-0.1, 0.1, -0.1], [-0.1, -0.2, 0.1], [0.1, 0.1, 0.1], [0.1, 0.0, 0.0], [0.0, 0.2, -0.1], [0.0, 0.0, -0.1]], "nbo_charge": [-0.27, 0.20, 0.20, 0.20, -0.50, 0.80, -0.61, -0.15, -0.62, 0.67, -0.63, -0.14, -0.82, 0.37, 0.35, -0.39, 0.21, -0.23, -0.60, 0.20, 0.20, 0.21, -0.60, 0.20, 0.21, 0.21, 0.22, 0.19, 0.22, 0.40, 0.25, -0.39, 0.21, 0.22, -0.21, -0.61, 0.21, 0.21, 0.21, -0.61, 0.21, 0.21, 0.20, 0.20]}

=====

{"formula": "C13H26N2O4", "method": "wB97M-V/def2-TZVPD", "gap_ev": 10.1, "charge": 0, "relative_energy_kcal_mol": 52.0, "smiles": "CNC(=O)[C@H](CC(C)C)NC(C)=O.C1COCCO1", "total_energy_ha": -921.4161, "symbols": ["O", "O", "O", "O", "C", "C", "N", "N", "C", "C", "C", "C", "C", "C", "C", "C", "C", "C", "C", "H", "H", "H", "H", "H", "H", "H", "H", "H", "H", "H", "H", "H", "H", "H", "H", "H", "H", "H", "H", "H", "H", "H", "H", "H", "H"], "xyz": [[-0.02541, 3.23496, -3.41673], [1.13739, 3.50788, 1.90943], [0.92060, -6.35145, -0.24758], [0.18572, -3.63082, 0.45901], [-0.16109, 3.45783, -2.22509], [1.15611, 3.10558, 0.75123], [2.26157, 3.15802, -0.00369], [-0.08655, 2.45643, -1.34945], [-0.40417, 4.87470, -1.74382], [3.55127, 3.67515, 0.44979], [-1.96080, -0.84901, 0.85872], [-2.99704, 1.38930, 0.74504], [0.87755, -5.28443, -1.21767], [-0.11809, -4.17881, -0.83776], [0.37299, -6.03383, 1.04687], [0.66379, -4.57676, 1.43723], [-1.80935, 0.55145, 0.26853], [-0.45591, 1.15288, 0.69840], [-0.13688, 2.54745, 0.11959], [2.19032, 2.82193, -0.95142], [0.02828, 1.54213, -1.75924], [-1.36031, 4.92262, -1.22585], [-0.43003, 5.53798, -2.60751], [0.39912, 5.18563, -1.07897], [4.01757, 2.95822, 1.12740], [4.20979, 3.84616, -0.40274], [3.40785, 4.61643, 0.98477], [-2.89436, -1.29809, 0.51998], [-1.95590, -0.80209, 1.94807], [-1.13493, -1.47328, 0.52483], [-2.98496, 2.36628, 0.26506], [-3.92876, 0.89212, 0.47582], [-2.95675, 1.51408, 1.82732], [1.87632, -4.84691, -1.31248], [0.60301, -5.69694, -2.19305], [-0.07698, -3.38101, -1.58555], [-1.13594, -4.58221, -0.84165], [-0.70858, -6.20348, 1.04274], [0.80788, -6.70228, 1.79605], [1.74423, -4.44969, 1.55768], [0.19570, -4.36184, 2.40255], [-1.84653, 0.46883, -0.81797], [0.34046, 0.46796, 0.40348], [-0.44378, 1.22044, 1.78774], [-0.93444, 3.23049, 0.41089]], "forces_ev_per_a": [[0.0, -0.1, -0.3], [-0.1, -0.3, -0.3], [-0.2, 0.3, 0.2], [0.0, -0.2, -0.2], [0.0, 1.2, -1.4], [-0.3, 0.5, 1.0], [0.4, -0.1, -1.0], [0.1, -0.8, 1.9], [0.0, -0.3, 0.1], [-0.4, -0.1, 0.3], [0.4, 0.1, -0.4], [0.4, 0.1, -0.4], [-0.3, 0.3, 0.6], [0.4, -0.7, 0.5], [0.0, 0.8, -0.6], [0.0, -0.4, -0.6], [-0.2, 0.1, 0.6], [-0.3, 0.2, -0.2], [0.1, -0.4, -0.5], [0.0, 0.0, 0.1], [0.0, 0.0, -0.1], [0.0, 0.1, 0.2], [0.0, -0.2, 0.1], [-0.1, 0.1, 0.2], [0.1, 0.1, 0.0], [-0.2, -0.1, 0.0], [0.0, -0.1, 0.0], [0.0, -0.1, 0.1], [0.0, -0.1, 0.1], [0.0, -0.3, 0.2], [-0.2, 0.2, 0.1], [-0.1, 0.1, 0.1], [-0.1, 0.1, 0.0], [0.0, 0.0, 0.1], [0.0, -0.1, 0.2], [0.1, 0.0, 0.3], [0.0, 0.0, 0.0], [0.0, 0.0, 0.0], [0.1, 0.0, -0.3], [0.0, 0.0, -0.1], [-0.1, 0.1, -0.2], [0.0, 0.0, -0.1], [0.2, -0.1, 0.0], [0.1, 0.1, 0.0], [0.1, 0.1, 0.0]], "nbo_charge": [-0.63, -0.64, -0.54, -0.55, 0.68, 0.66, -0.61, -0.63, -0.72, -0.41, -0.60, -0.61, -0.09, -0.10, -0.09, -0.09, -0.21, -0.39, -0.13, 0.40, 0.41, 0.23, 0.25, 0.23, 0.20, 0.21, 0.22, 0.21, 0.20, 0.22, 0.20, 0.21, 0.21, 0.17, 0.19, 0.20, 0.17, 0.17, 0.20, 0.17, 0.19, 0.19, 0.20, 0.23, 0.23]}

=====

{"formula": "C13H26N4OS6SbTi", "method": "wB97M-V/def2-TZVPD", "gap_ev": [5.0, 5.0], "charge": -2, "relative_energy_kcal_mol": 43.7, "spin_multiplicity": 2, "total_energy_ha": -4284.3000, "symbols": ["Ti", "S", "C", "C", "C", "C", "C", "C", "S", "H", "H", "H", "H", "S", "Sb", "S", "S", "C", "C", "O", "H", "H", "H", "H", "H", "H", "N", "C", "N", "S", "H", "H", "H", "H", "C", "C", "C", "C", "N", "N", "H", "H", "H", "H", "H", "H", "H", "H", "H", "H", "H", "H"], "xyz": [[-0.23613, 0.46358, -0.12749], [0.60912, 2.84581, -0.29808], [-0.77914, 3.93225, -0.05653], [-0.56411, 5.32178, -0.10247], [-1.59794, 6.23160, 0.05227], [-2.89395, 5.76272, 0.26555], [-3.12120, 4.39751, 0.31507], [-2.08495, 3.45878, 0.15289], [-2.47887, 1.72466, 0.21402], [0.44868, 5.67231, -0.26923], [-1.39637, 7.29539, -0.00011], [-3.71881, 6.45519, 0.38784], [-4.12352, 4.01894, 0.48330], [-1.10639, -3.62308, -2.44792], [-0.39792, -3.63786, -0.21415], [-1.52113, -1.43475, 0.42580], [1.93698, -3.16678, -0.17749], [-0.04599, 0.58634, 4.45308], [-0.21890, -0.09534, 3.11353], [-0.31527, 0.91300, 2.08136], [0.06878, -0.16713, 5.23932], [-0.91215, 1.20967, 4.69289], [0.84260, 1.22370, 4.44775], [-1.09406, -0.73324, 3.07824], [0.64519, -0.70508, 2.87440], [-1.25732, 1.14573, 1.90702], [-2.07069, -0.46721, -2.64499], [-1.03825, 0.37338, -2.46667], [-1.26838, 1.69277, -2.83780], [0.56215, -0.21589, -2.37697], [-2.95730, -0.15169, -2.27062], [-1.85969, -1.46457, -2.44115], [-2.18075, 2.03101, -2.55582], [-0.53930, 2.31082, -2.50201], [4.33727, 1.48814, 0.03940], [3.95775, 0.69424, 1.29938], [4.45394, 1.43606, 2.53255], [4.56012, -0.70441, 1.24688], [2.49626, 0.58510, 1.48053], [1.84605, -0.01701, 0.34864], [5.39711, 1.75941, 0.06589], [3.74338, 2.40532, -0.03197], [4.17288, 0.90671, -0.87249], [5.54564, 1.50566, 2.52352], [4.13752, 0.90870, 3.43599], [4.04489, 2.45330, 2.56621], [5.65381, -0.63992, 1.21087], [4.21501, -1.26397, 0.37352], [4.26378, -1.27616, 2.12985], [2.08902, 1.51136, 1.57254], [1.94274, -1.07508, 0.38505], [2.30327, 0.27607, -0.51130]], "forces_ev_per_a": [[-0.3, -1.1, 1.2], [-0.3, 0.3, 0.0], [0.3, 0.1, 0.0], [0.0, -0.2, 0.0], [0.0, -0.2, 0.0], [0.1, -0.1, 0.0], [0.2, -0.1, 0.0], [-0.3, -0.1, 0.0], [0.1, 0.4, -0.2], [0.0, 0.0, 0.0], [0.0, 0.0, 0.0], [0.0, 0.0, 0.0], [0.0, 0.0, 0.0], [0.0, -0.2, 0.0], [0.2, 0.2, -0.3], [0.4, 0.7, 0.0], [-0.1, 0.0, 0.1], [0.0, 0.0, 0.1], [0.1, 0.5, -0.2], [-0.1, -0.2, 0.2], [0.0, 0.1, 0.0], [0.0, 0.0, 0.0], [0.0, -0.1, 0.0], [-0.2, -0.1, 0.0], [0.1, -0.1, -0.1], [0.1, 0.1, 0.3], [0.0, -0.3, 0.7], [0.0, 0.4, -2.3], [0.1, -0.2, 0.4], [-0.3, 0.2, 0.4], [0.0, 0.0, -0.1], [0.0, 0.1, -0.1], [0.0, 0.0, 0.0], [0.1, 0.0, 0.1], [0.0, 0.0, -0.1], [-0.2, 0.1, 0.0], [0.0, 0.1, 0.1], [0.0, -0.1, 0.0], [0.1, -0.4, -0.3], [0.2, -0.1, 0.2], [0.0, 0.0, 0.0], [0.1, 0.0, 0.0], [0.0, 0.0, 0.0], [-0.1, 0.0, 0.0], [0.0, 0.0, 0.0], [0.0, -0.1, 0.0], [-0.1, 0.0, 0.0], [0.0, 0.0, 0.1], [0.0, 0.0, 0.0], [0.0, 0.1, 0.0], [-0.2, 0.3, -0.1], [0.1, -0.1, -0.1]], "mulliken_spin": [0.92, -0.02, 0.01, 0.00, 0.00, 0.00, 0.00, -0.01, -0.01, 0.00, 0.00, 0.00, 0.00, 0.00, -0.01, -0.05, 0.00, 0.00, 0.01, 0.00, 0.00, 0.00, 0.00, 0.00, 0.00, 0.00, 0.10, 0.04, 0.07, -0.05, 0.00, 0.00, -0.01, 0.00, 0.00, 0.00, 0.00, 0.00, 0.00, 0.00, 0.00, 0.00, 0.00, 0.00, 0.00, 0.00, 0.00, 0.00, 0.00, 0.00, 0.01, -0.02]}

=====

{"formula": "C13H26NO3P2Zn", "method": "wB97M-V/def2-TZVPD", "gap_ev": 6.7, "charge": 1, "total_energy_ha": -3253.2257, "symbols": ["Zn", "P", "C", "C", "N", "C", "C", "C", "C", "C", "P", "H", "H", "H", "H", "H", "H", "H", "H", "O", "H", "H", "O", "H", "C", "H", "H", "H", "C", "H", "H", "H", "C", "H", "H", "H", "C", "H", "H", "H", "C", "C", "O", "H", "H", "H"], "xyz": [[0.13314, 0.04690, 0.77636], [2.17694, -0.97380, 1.04146], [2.48164, -1.43840, -0.76684], [1.18244, -1.74120, -1.50244], [0.05204, -1.18160, -0.99414], [-1.12616, -1.40100, -1.63474], [-1.21426, -2.17920, -2.79234], [-0.04486, -2.74190, -3.31104], [1.17264, -2.52130, -2.66174], [-2.36706, -0.79220, -0.99524], [-1.94396, 0.70980, 0.07576], [2.08834, -2.94130, -3.05124], [-2.16466, -2.34600, -3.27714], [-0.08136, -3.34370, -4.20734], [-3.09796, -0.51120, -1.75354], [-2.82586, -1.55200, -0.36254], [2.94504, -0.61300, -1.24794], [3.17144, -2.28010, -0.82204], [1.89824, 3.86350, -1.62054], [2.73824, 3.73550, -2.21864], [2.49244, 4.07060, -3.12514], [-1.41716, 4.91300, 0.43166], [-1.03206, 5.71660, -0.04804], [-1.48046, 6.51650, 0.35906], [-2.16526, 2.10130, -1.17374], [-3.14816, 2.04610, -1.64154], [-2.06966, 3.06820, -0.67964], [-1.40556, 2.02780, -1.95274], [-3.50556, 0.87480, 1.11416], [-3.46356, 1.78800, 1.70856], [-4.38806, 0.91420, 0.47566], [-3.60126, 0.02300, 1.78766], [2.24504, -2.65670, 1.87946], [3.16724, -3.17640, 1.62006], [2.20434, -2.53670, 2.96226], [1.39864, -3.26560, 1.56136], [3.83194, -0.20360, 1.49736], [3.85874, 0.02740, 2.56216], [4.64814, -0.88760, 1.26476], [3.98154, 0.71750, 0.93286], [-0.91456, 0.06120, 3.54396], [-0.60916, -0.78050, 2.35156], [-0.83406, -1.97970, 2.37226], [-0.64776, 1.11530, 3.32436], [-0.32346, -0.29260, 4.41426], [-1.99646, 0.00000, 3.78316]], "forces_ev_per_a": [[0.1, -0.3, -0.3], [2.9, -0.6, -0.8], [-0.9, -0.8, 1.0], [-0.1, 0.1, 0.2], [0.0, -0.9, -1.2], [0.1, 0.1, 0.2], [0.7, 0.1, 0.3], [0.0, 0.4, 0.6], [-0.7, 0.3, 0.3], [0.8, 0.3, 0.3], [-2.1, 1.3, -1.9], [0.1, 0.0, 0.1], [-0.1, 0.1, 0.1], [0.0, 0.0, 0.0], [0.0, 0.1, 0.0], [0.0, 0.0, 0.2], [0.5, 0.9, -0.4], [0.0, -0.1, -0.1], [2.4, -0.1, -2.0], [-2.6, 0.6, 0.5], [0.2, -0.4, 1.6], [0.7, 2.0, -0.9], [-1.5, -0.5, 1.5], [0.8, -1.6, -0.7], [-0.1, -0.7, 0.5], [0.0, 0.0, 0.0], [0.0, -0.1, 0.0], [0.1, 0.0, 0.1], [0.9, -0.1, -0.2], [0.1, 0.0, 0.0], [0.2, 0.0, -0.2], [0.1, 0.0, 0.0], [-0.4, 0.8, -0.3], [0.1, 0.3, -0.1], [-0.1, 0.1, -0.1], [-0.1, 0.2, 0.1], [-0.7, -0.4, -0.3], [-0.1, 0.0, 0.0], [-0.1, -0.1, 0.0], [-0.1, 0.0, 0.0], [-0.2, 0.6, 0.9], [-0.5, -0.7, 0.6], [-0.2, -0.7, 0.3], [-0.2, -0.4, 0.3], [-0.4, 0.2, -0.3], [0.5, 0.0, 0.1]], "nbo_charge": [1.42, 0.72, -0.72, 0.25, -0.62, 0.26, -0.25, -0.11, -0.24, -0.73, 0.70, 0.24, 0.24, 0.24, 0.25, 0.27, 0.26, 0.25, 0.47, -0.95, 0.48, 0.46, -0.95, 0.49, -0.92, 0.24, 0.24, 0.25, -0.90, 0.25, 0.25, 0.26, -0.90, 0.24, 0.26, 0.27, -0.90, 0.25, 0.24, 0.25, -0.75, -0.09, -0.63, 0.20, 0.25, 0.24]}

=====

{"formula": "C13H26O6S2", "method": "wB97M-V/def2-TZVPD", "gap_ev": 9.4, "charge": 0, "relative_energy_kcal_mol": 116.8, "smiles": "COC[C@H]1O[C@@H](OC[C@H](S)CS)[C@H](OC)[C@@H](OC)[C@@H]1OC", "total_energy_ha": -1758.5500, "symbols": ["O", "O", "O", "O", "O", "O", "S", "S", "C", "C", "C", "C", "C", "C", "C", "C", "C", "C", "C", "C", "C", "H", "H", "H", "H", "H", "H", "H", "H", "H", "H", "H", "H", "H", "H", "H", "H", "H", "H", "H", "H", "H", "H", "H", "H", "H", "H"], "xyz": [[-1.86557, 1.01013, -0.87031], [2.72014, 0.10558, -2.72821], [0.31324, -0.07786, 3.03246], [-1.32810, 2.32006, 1.88076], [0.48028, 0.76991, -0.86051], [2.95035, 0.16647, 1.45082], [-2.87079, -3.32180, -1.93220], [-4.77553, -0.58612, -1.76061], [3.24360, -0.90937, -3.52648], [0.57842, 0.35395, 4.33958], [-2.54232, 2.85456, 1.56365], [3.28906, -0.90686, 2.40077], [-2.07158, -0.41344, -1.12521], [-2.86210, -1.84685, -3.09042], [-2.99434, -0.50914, -2.37998], [-0.59949, 1.50036, -0.30423], [2.53455, -0.30664, -1.28924], [0.51889, 0.79998, 1.90505], [-0.83989, 1.18050, 1.27597], [1.76556, 0.66408, -0.40358], [1.61466, 0.06671, 0.98985], [-1.71610, -2.89514, -1.54444], [-4.85850, -1.82755, -1.23836], [3.28608, -0.59345, -4.55654], [4.24008, -1.01262, -3.13686], [2.67281, -1.84878, -3.58927], [0.90072, -0.47519, 4.98958], [-0.32704, 0.80910, 4.80331], [1.38594, 1.14725, 4.36416], [-2.38467, 3.71770, 0.77053], [-3.02921, 3.24154, 2.39996], [-3.16645, 2.19469, 0.98379], [4.21830, -0.67275, 2.81333], [3.33423, -1.81813, 1.79862], [2.65115, -1.13701, 3.24105], [-2.60899, -0.74395, -0.25806], [-1.15284, -0.93701, -1.25306], [-3.66771, -2.13445, -3.74122], [-1.91006, -1.79885, -3.67562], [-2.90000, 0.25037, -3.17064], [-0.49073, 2.54811, -0.59394], [2.00696, -1.25062, -1.28530], [3.54575, -0.56174, -0.78636], [0.85238, 1.77724, 2.32654], [-1.57044, 0.38298, 1.31879], [2.15617, 1.67950, -0.31557], [1.27311, -0.95547, 0.76763]], "forces_ev_per_a": [[1.5, 0.6, -1.1], [-1.7, 0.5, 2.7], [-0.1, -0.6, -0.6], [1.8, 0.0, 2.1], [-3.2, -0.4, -2.4], [-0.7, -1.5, 2.7], [-0.4, 0.5, -1.1], [-0.3, 1.5, -0.3], [0.2, -0.2, 0.2], [0.3, 1.6, 0.6], [0.0, 1.6, -4.2], [-0.8, -0.1, -1.8], [-0.5, 2.6, -0.6], [1.4, -0.9, -0.1], [-1.6, -1.9, 1.2], [-0.9, -2.8, 1.1], [2.0, -0.1, -1.2], [0.4, 0.0, 1.2], [1.7, 0.5, -2.7], [-0.5, 0.9, 1.0], [0.2, 1.2, -0.5], [1.4, -0.2, 1.0], [0.6, 0.2, -0.2], [0.1, 0.6, -0.3], [0.8, -1.1, -0.3], [0.0, 0.1, 0.7], [-0.1, 0.1, -0.5], [0.5, -0.3, -0.3], [-0.7, -0.8, -0.1], [-0.3, -1.1, 1.6], [-0.7, 0.5, 1.5], [-0.5, -0.7, 0.2], [1.7, 0.4, 0.3], [0.3, -0.1, 0.1], [-0.9, 0.6, 0.0], [-0.2, -0.8, 0.3], [0.9, -0.2, -0.2], [-0.3, 0.7, -0.5], [-0.6, -0.6, 0.4], [-0.1, 0.2, 0.9], [-0.4, 0.0, 0.4], [-0.5, -0.3, -0.2], [-1.3, 0.8, -1.0], [0.5, -0.6, -0.6], [0.0, -0.4, 0.1], [0.8, -0.1, -0.2], [0.1, -0.1, 0.8]], "nbo_charge": [-0.57, -0.54, -0.56, -0.54, -0.57, -0.54, -0.05, -0.10, -0.25, -0.25, -0.24, -0.25, -0.09, -0.50, -0.32, 0.39, -0.07, 0.07, 0.07, 0.07, 0.08, 0.11, 0.14, 0.19, 0.17, 0.16, 0.19, 0.18, 0.17, 0.15, 0.19, 0.19, 0.19, 0.17, 0.19, 0.20, 0.19, 0.23, 0.22, 0.26, 0.18, 0.17, 0.20, 0.20, 0.19, 0.18, 0.18]}

=====

| no. | maximum force (hartree/bohr) |
| --- | --- |
| 1 | 0.01030 |
| 2 | 0.04045 |
| 3 | 0.04540 |
| 4 | 0.06144 |
| 5 | 0.08750 |